The following is a quantum chemistry calculation of C31H24BrF3N7ORuS as an isolated structure at a distorted geometry, from the Open Molecules 2025 dataset.

Element x y z (Å)
Ru (-0.20777, 0.18379, -0.26604)
Br (8.00671, -6.33343, 2.78953)
C (6.49414, -5.47428, 3.46637)
C (6.64109, -4.55335, 4.50658)
C (5.52688, -3.92142, 5.00005)
C (4.25624, -4.19494, 4.44444)
C (4.12213, -5.14560, 3.40683)
C (5.23954, -5.77716, 2.92377)
N (3.23100, -3.46878, 4.95420)
N (2.04494, -3.69756, 4.51789)
C (1.30472, -3.02003, 3.71210)
C (-0.03533, -3.55434, 3.47839)
C (-0.83330, -3.08812, 2.50804)
C (-0.39283, -1.98804, 1.67029)
O (-1.04352, -1.58192, 0.69462)
C (0.86770, -1.32031, 2.00870)
N (1.12689, -0.21455, 1.28778)
C (2.23660, 0.47484, 1.56324)
C (3.12149, 0.07794, 2.55405)
C (2.87454, -1.07258, 3.28023)
C (1.71937, -1.80028, 3.00579)
H (7.61982, -4.35059, 4.91674)
H (5.59682, -3.20632, 5.80826)
H (3.14521, -5.38405, 3.00963)
H (5.16020, -6.51384, 2.13734)
H (-0.33092, -4.37636, 4.11646)
H (-1.81461, -3.49958, 2.31585)
H (2.39375, 1.37032, 0.97758)
H (3.99861, 0.67899, 2.74588)
H (3.55780, -1.38307, 4.05752)
C (2.33102, -2.96559, -2.21600)
C (3.26479, -2.18352, -2.88714)
C (3.12806, -0.81168, -2.87516)
C (2.04952, -0.22578, -2.20661)
N (1.14697, -0.99428, -1.57017)
C (1.29847, -2.32084, -1.56924)
C (1.85005, 1.22281, -2.06065)
C (2.53657, 2.13381, -2.86361)
C (2.34953, 3.49161, -2.68374)
C (1.48789, 3.93227, -1.68684)
C (0.79595, 3.02712, -0.89565)
C (0.93570, 1.64496, -1.06897)
H (2.40020, -4.04364, -2.19451)
H (4.09774, -2.64209, -3.40354)
H (3.85863, -0.18422, -3.36308)
H (0.54754, -2.88580, -1.02569)
H (3.20739, 1.79060, -3.64094)
H (2.86729, 4.20074, -3.31570)
H (1.34098, 4.99477, -1.53703)
H (0.11943, 3.40182, -0.14327)
C (-5.38239, 3.05394, -2.50824)
C (-3.92336, 3.08521, -2.95533)
C (-3.18947, 1.82723, -2.62837)
N (-2.14089, 1.78096, -1.89589)
N (-1.65625, 0.50247, -1.73611)
C (-2.36852, -0.39989, -2.35510)
N (-2.06822, -1.72311, -2.36554)
S (-3.71240, 0.26007, -3.20131)
H (-5.87588, 3.98889, -2.76845)
H (-5.45368, 2.91704, -1.42950)
H (-5.93599, 2.24621, -2.99028)
H (-3.37850, 3.88441, -2.45304)
H (-3.85695, 3.26958, -4.03027)
H (-1.46149, -2.04066, -1.62657)
H (-2.78336, -2.36627, -2.65680)
F (-1.09169, 0.93327, 2.36959)
C (-1.40225, 1.23160, 1.04706)
F (-1.46468, 2.58488, 1.03046)
F (-2.71322, 0.82667, 0.93708)

* F_max: 2.24 eV Å⁻¹
* calculated total energy: -5020.65918 hartree
* LUMO energy (alpha / beta): -6.1379 / -6.1165 eV
* total charge: +1

Atomic partial charges in e from the Löwdin method, atoms 1 to 2:
1 Ru 1.15
2 Br 0.88

---

The following is a quantum chemistry calculation of C31H24CoN3O8P as an isolated structure, from the Open Molecules 2025 dataset.

Element x y z (Å)
Co (0.26599, -0.19993, -1.08547)
O (0.52994, -3.37569, -3.31570)
C (0.32679, -2.20771, -3.07458)
O (-0.25900, -1.76326, -1.98916)
C (0.68784, -1.12271, -4.09607)
C (-0.34377, 0.01176, -4.09508)
C (-0.17022, 0.90856, -5.32146)
C (1.10726, 1.70743, -4.95372)
C (1.46838, 1.09793, -3.60119)
O (0.15522, 0.86153, -3.02963)
C (2.00712, -0.33261, -3.78484)
C (2.78523, -0.77363, -2.54132)
O (3.95062, -1.11169, -2.65024)
O (2.14155, -0.70611, -1.41923)
H (0.75601, -1.61452, -5.06449)
H (-1.36028, -0.28831, -3.85720)
H (-1.02988, 1.56691, -5.43848)
H (-0.06242, 0.32104, -6.23268)
H (0.89364, 2.77032, -4.84895)
H (1.91422, 1.58718, -5.67527)
H (2.03368, 1.72559, -2.91804)
H (2.69660, -0.38801, -4.62434)
O (0.59972, 3.67410, 0.11457)
C (0.35380, 2.50004, 0.31576)
O (0.79997, 1.54466, -0.45018)
C (-0.52701, 2.10779, 1.48479)
C (-1.31256, 3.11522, 2.02864)
C (-2.22747, 2.84282, 3.03402)
C (-2.35176, 1.55169, 3.51546)
C (-1.55477, 0.53936, 2.99919)
C (-0.63947, 0.80316, 1.98605)
P (0.37015, -0.55038, 1.30626)
C (-0.33435, -2.07684, 1.97436)
C (0.23081, -2.76519, 3.04459)
C (-0.37067, -3.92392, 3.51310)
C (-1.53793, -4.38869, 2.92234)
C (-2.10102, -3.70334, 1.85489)
C (-1.49558, -2.55627, 1.36875)
C (1.98992, -0.35934, 2.09513)
C (3.10342, -0.94765, 1.49646)
C (4.34445, -0.85245, 2.10873)
C (4.48141, -0.17032, 3.30933)
C (3.37639, 0.42368, 3.90250)
C (2.13178, 0.33104, 3.29726)
H (-1.20741, 4.11145, 1.62123)
H (-2.86091, 3.63299, 3.41550)
H (-3.08256, 1.31707, 4.27867)
H (-1.67406, -0.47064, 3.36896)
H (1.13771, -2.39831, 3.50903)
H (0.07112, -4.46105, 4.34306)
H (-2.00987, -5.28921, 3.29527)
H (-3.01689, -4.05417, 1.39871)
H (-1.93115, -2.02069, 0.53436)
H (3.00398, -1.43916, 0.53731)
H (5.20716, -1.29974, 1.63236)
H (5.45402, -0.09114, 3.77921)
H (3.48262, 0.96583, 4.83362)
H (1.27061, 0.80087, 3.75597)
N (-2.12169, 2.20643, -1.49445)
C (-2.47589, 1.12960, -0.74989)
O (-1.73856, 0.09658, -0.75292)
C (-3.66431, 1.18167, 0.01451)
C (-4.06706, 0.06329, 0.77914)
N (-4.40562, -0.84650, 1.40565)
C (-4.41842, 2.37370, 0.05647)
N (-4.98104, 3.38384, 0.09325)
H (-1.20228, 2.21027, -1.90775)
H (-2.59326, 3.08379, -1.35216)

* 2S+1: 5
* F_max: 0.16 eV Å⁻¹
* calculated total energy: -3686.23496 hartree
* LUMO energy (alpha / beta): 2.5901 / 0.8956 eV
* total charge: -1

Atomic partial charges in e from the Löwdin method, atoms 1 to 2:
1 Co 0.83
2 O 0.10

---

The following is a quantum chemistry calculation of a 3-piece molecular cluster, C31H24FO4P overall, from the Open Molecules 2025 dataset.

Element x y z (Å)
C (-5.56259, 1.84105, -2.01920)
P (-4.35227, 0.96630, -3.12496)
C (-2.87671, 0.74218, -2.01862)
C (-2.28803, 1.95991, -1.34667)
F (-1.64977, 2.75954, -2.30258)
H (-6.38863, 1.16678, -1.78612)
H (-5.13550, 2.19015, -1.07733)
H (-5.98449, 2.70153, -2.53983)
H (-3.84251, 2.11614, -3.77699)
H (-3.13682, -0.00848, -1.26408)
H (-2.09785, 0.28137, -2.63533)
H (-3.04476, 2.57814, -0.85693)
H (-1.53528, 1.69153, -0.60114)
C (0.82821, 0.27559, -1.83805)
C (0.62391, 0.57923, -3.18100)
C (0.96719, -0.34307, -4.15599)
C (1.51386, -1.57060, -3.79474)
C (1.71770, -1.87115, -2.44878)
C (1.37535, -0.94071, -1.47523)
C (2.29980, -3.17423, -2.01800)
O (2.45457, -3.43665, -0.84372)
C (2.68150, -4.13955, -3.08850)
C (3.24891, -5.35570, -2.72410)
C (3.61084, -6.26918, -3.69929)
C (3.40628, -5.97390, -5.04282)
C (2.84031, -4.76528, -5.41117)
C (2.47626, -3.84301, -4.43645)
C (1.86929, -2.54765, -4.86509)
O (1.67404, -2.30074, -6.03477)
H (0.56135, 0.99620, -1.07537)
H (0.18950, 1.53140, -3.45519)
H (0.81786, -0.13642, -5.20735)
H (1.54912, -1.19768, -0.44087)
H (3.39542, -5.56097, -1.67224)
H (4.05374, -7.21484, -3.41480)
H (3.68961, -6.69035, -5.80295)
H (2.66963, -4.51141, -6.44870)
C (-1.02186, 5.09779, 6.35019)
C (-1.25062, 5.50104, 5.03909)
C (-1.03841, 4.61889, 3.99354)
C (-0.59379, 3.32701, 4.25398)
C (-0.36266, 2.92377, 5.56871)
C (-0.57951, 3.81308, 6.61531)
C (0.11885, 1.54804, 5.88342)
O (0.30131, 1.19094, 7.02657)
C (0.36431, 0.62816, 4.73469)
C (0.83160, -0.65426, 4.99895)
C (1.06255, -1.53508, 3.95747)
C (0.82703, -1.14100, 2.64528)
C (0.36308, 0.13620, 2.37604)
C (0.12978, 1.02857, 3.41793)
C (-0.37748, 2.39924, 3.10642)
O (-0.61425, 2.75641, 1.97077)
H (-1.18932, 5.78943, 7.16562)
H (-1.59479, 6.50661, 4.83486)
H (-1.20956, 4.90731, 2.96518)
H (-0.39342, 3.47420, 7.62551)
H (1.00294, -0.93681, 6.02892)
H (1.42573, -2.53343, 4.16349)
H (1.00739, -1.83934, 1.83899)
H (0.17210, 0.46774, 1.36406)

* F_max: 0.29 eV Å⁻¹
* calculated total energy: -1937.92233 hartree
* LUMO energy: -1.1114 eV
* SMILES string: O=C1c2ccccc2C(=O)c2ccccc21.O=C1c2ccccc2C(=O)c2ccccc21.CPCCF

Atomic partial charges in e from the Löwdin method, atoms 1 to 2:
1 C -0.36
2 P 0.84